Density functional theory data (ωB97M-V with the def2-TZVPD basis set) for one molecule with the formula C16H10Cl2N4OS in a non-equilibrium geometry.

The HOMO energy comes out at -8.47 eV. As for the SMILES: Clc1ccc(Cl)c(-c2nn3c(COc4ccccc4)nnc3s2)c1. Its HOMO-LUMO gap is 7.8 eV. Its spin multiplicity is 1.

Cartesian coordinates (Å):
Cl (2.678, -2.854, -4.934)
C (1.166, -2.032, -4.881)
C (0.301, -2.105, -5.966)
C (-0.907, -1.441, -5.909)
C (-1.262, -0.705, -4.786)
Cl (-2.787, 0.093, -4.800)
C (-0.398, -0.625, -3.688)
C (-0.672, 0.117, -2.473)
N (0.178, 0.137, -1.502)
N (-0.273, 0.876, -0.495)
C (0.141, 1.269, 0.746)
C (1.454, 0.869, 1.333)
O (1.648, 1.331, 2.636)
C (0.846, 0.853, 3.640)
C (1.044, 1.439, 4.889)
C (0.311, 1.018, 5.979)
C (-0.628, 0.008, 5.842)
C (-0.823, -0.574, 4.604)
C (-0.092, -0.161, 3.502)
N (-0.784, 2.025, 1.270)
N (-1.816, 2.157, 0.421)
C (-1.512, 1.470, -0.640)
S (-2.156, 1.055, -2.183)
C (0.825, -1.304, -3.759)
H (0.573, -2.675, -6.840)
H (-1.590, -1.487, -6.742)
H (1.560, -0.226, 1.265)
H (2.261, 1.322, 0.743)
H (1.777, 2.225, 4.974)
H (0.471, 1.482, 6.941)
H (-1.204, -0.320, 6.693)
H (-1.553, -1.361, 4.485)
H (-0.273, -0.633, 2.549)
H (1.494, -1.243, -2.916)

Forces on atoms 1 to 2 (eV/Å):
Cl 0.2 -0.1 0.0
C -0.3 0.2 0.1

***

Density functional theory data (ωB97M-V with the def2-TZVPD basis set) for C16H10Cl5F6N5O4RuS3 as an isolated structure.

The HOMO energy (alpha / beta) comes out at -11.32 / -12.26 eV. The charge is +1. Its HOMO-LUMO gap (alpha / beta) is 7.6 / 5.6 eV. Its spin multiplicity is 6.

Cartesian coordinates (Å):
Ru (-1.301, 0.042, 0.795)
C (1.751, -2.878, 1.330)
C (0.480, -2.253, 0.904)
N (-0.117, -1.246, 1.766)
N (-0.192, -1.545, 3.067)
C (-1.316, -1.181, 3.771)
N (-1.233, -1.288, 5.094)
S (-2.705, -0.702, 2.967)
C (-0.299, -2.522, -0.227)
C (0.081, -3.445, -1.228)
C (-0.702, -3.594, -2.350)
C (-1.871, -2.852, -2.477)
C (-2.195, -1.950, -1.468)
N (-1.455, -1.780, -0.387)
H (1.605, -3.522, 2.203)
H (2.495, -2.118, 1.583)
H (2.173, -3.497, 0.545)
H (0.650, -1.869, 3.530)
H (-0.387, -1.547, 5.575)
H (-2.041, -1.056, 5.649)
H (0.993, -4.011, -1.124)
H (-0.402, -4.278, -3.131)
H (-2.509, -2.940, -3.343)
H (-3.075, -1.324, -1.548)
Cl (1.391, 1.327, 3.127)
C (0.059, 2.302, 2.606)
C (-0.891, 1.777, 1.745)
C (-1.895, 2.620, 1.326)
Cl (-3.000, 1.810, 0.200)
C (-2.057, 3.935, 1.708)
Cl (-3.352, 4.875, 1.116)
C (-1.096, 4.440, 2.591)
Cl (-1.215, 6.057, 3.120)
C (-0.039, 3.626, 3.034)
Cl (1.128, 4.273, 4.106)
F (-0.646, -0.050, -4.030)
C (-0.871, 1.076, -3.357)
F (-2.078, 0.973, -2.770)
F (-0.885, 2.105, -4.171)
S (0.416, 1.310, -2.023)
O (-0.195, 0.533, -0.906)
O (0.469, 2.716, -1.802)
N (1.676, 0.512, -2.364)
S (2.480, 0.605, -3.756)
O (2.772, -0.714, -4.210)
O (1.920, 1.579, -4.640)
C (4.076, 1.294, -3.145)
F (4.593, 0.505, -2.202)
F (3.889, 2.507, -2.635)
F (4.924, 1.368, -4.165)

Forces on atoms 1 to 2 (eV/Å):
Ru 0.0 0.2 0.1
C 0.1 0.0 -0.1

***

Density functional theory data (ωB97M-V with the def2-TZVPD basis set) for a 2-piece molecular cluster, C16H10Cl6FO5S overall in a non-equilibrium geometry.

The HOMO energy comes out at -3.94 eV. The charge is -1. Its HOMO-LUMO gap is 6.6 eV. Its spin multiplicity is 1.

Cartesian coordinates (Å):
Cl (0.367, -0.527, 0.655)
C (3.217, -0.423, 1.064)
Cl (3.011, -1.736, 2.126)
C (3.301, -0.744, -0.373)
O (2.647, -1.615, -0.964)
C (4.338, 0.081, -0.983)
Cl (5.097, -0.538, -2.366)
C (4.693, 1.291, -0.406)
Cl (5.997, 2.177, -1.079)
C (4.041, 1.768, 0.764)
Cl (4.423, 3.262, 1.450)
C (3.186, 0.894, 1.469)
Cl (2.308, 1.440, 2.844)
C (-1.759, 3.699, 2.696)
C (-1.695, 2.253, 3.060)
O (-1.667, 1.533, 1.790)
C (-1.645, 0.219, 2.060)
C (-1.330, -0.599, 0.792)
F (-1.693, -1.900, 0.844)
S (-1.983, 0.206, -0.843)
C (-1.896, -1.219, -1.942)
C (-0.652, -1.651, -2.397)
C (-0.572, -2.825, -3.155)
C (-1.724, -3.558, -3.428)
C (-2.962, -3.126, -2.960)
C (-3.055, -1.945, -2.215)
O (-3.385, 0.446, -0.617)
O (-1.098, 1.240, -1.321)
O (-1.865, -0.301, 3.132)
H (-1.733, 4.310, 3.597)
H (-0.949, 3.989, 2.028)
H (-2.670, 3.937, 2.148)
H (-0.788, 2.026, 3.648)
H (-2.611, 1.923, 3.566)
H (0.243, -1.088, -2.156)
H (0.407, -3.144, -3.515)
H (-1.657, -4.479, -4.006)
H (-3.876, -3.691, -3.162)
H (-4.011, -1.588, -1.842)

Forces on atoms 1 to 2 (eV/Å):
Cl 1.2 0.0 -0.1
C -1.0 -0.4 -1.3

***

Density functional theory data (ωB97M-V with the def2-TZVPD basis set) for C16H10ClCuF5 as an isolated structure in a non-equilibrium geometry.

The HOMO energy (alpha / beta) comes out at 0.41 / 0.42 eV. The charge is -2. Its HOMO-LUMO gap (alpha / beta) is 4.7 / 4.6 eV. Its spin multiplicity is 2.

Cartesian coordinates (Å):
C (-2.058, -1.365, -0.973)
C (-1.498, -1.535, -2.272)
C (-1.284, -0.250, -2.829)
H (-1.237, -2.492, -2.722)
C (-1.609, 0.735, -1.865)
C (-2.106, 0.066, -0.701)
H (-2.621, 0.515, 0.143)
H (-2.413, -2.151, -0.309)
H (-0.920, -0.067, -3.841)
H (-1.504, 1.814, -1.962)
Cu (-0.244, -0.669, 0.097)
Cl (0.537, -2.584, 0.432)
C (2.341, -0.303, -0.621)
C (2.007, 0.904, -1.288)
C (1.652, 0.612, -2.633)
H (2.059, 1.888, -0.857)
C (1.789, -0.792, -2.820)
C (2.207, -1.371, -1.583)
H (2.343, -2.437, -1.388)
H (2.711, -0.422, 0.395)
H (1.260, 1.324, -3.361)
H (1.544, -1.366, -3.717)
F (-2.036, -1.078, 2.014)
C (-1.203, -0.086, 2.408)
C (-0.223, 0.491, 1.617)
C (0.782, 1.330, 2.085)
F (1.876, 1.791, 1.397)
C (0.703, 1.764, 3.409)
F (1.623, 2.628, 3.932)
C (-0.375, 1.248, 4.154)
F (-0.463, 1.683, 5.430)
C (-1.323, 0.312, 3.722)
F (-2.316, -0.139, 4.509)

Forces on atoms 1 to 2 (eV/Å):
C -0.3 0.8 -0.5
C -0.7 0.4 0.8

***

Density functional theory data (ωB97M-V with the def2-TZVPD basis set) for C16H10ClErF5 as an isolated structure in a non-equilibrium geometry.

The HOMO energy (alpha / beta) comes out at -2.62 / -2.62 eV. The charge is -1. Its HOMO-LUMO gap (alpha / beta) is 4.6 / 4.7 eV. Its spin multiplicity is 4.

Cartesian coordinates (Å):
C (-2.970, -1.418, -1.213)
C (-1.857, -1.661, -2.110)
C (-1.261, -0.394, -2.429)
H (-1.687, -2.588, -2.670)
C (-1.869, 0.599, -1.625)
C (-2.904, -0.012, -0.841)
H (-3.598, 0.510, -0.209)
H (-3.731, -2.111, -0.902)
H (-0.666, -0.182, -3.328)
H (-1.755, 1.682, -1.760)
Er (-1.158, -1.349, 0.303)
Cl (0.011, -3.518, 0.309)
C (3.339, -0.102, -1.045)
C (2.780, 1.081, -1.597)
C (2.140, 0.746, -2.824)
H (2.828, 2.070, -1.143)
C (2.393, -0.637, -3.084)
C (3.095, -1.177, -1.958)
H (3.273, -2.236, -1.758)
H (3.754, -0.184, -0.034)
H (1.691, 1.438, -3.506)
H (2.036, -1.196, -3.952)
F (-2.224, -1.004, 2.303)
C (-1.266, 0.009, 2.741)
C (-0.248, 0.351, 1.856)
C (0.652, 1.312, 2.286)
F (1.610, 1.838, 1.484)
C (0.580, 1.834, 3.598)
F (1.539, 2.712, 4.001)
C (-0.435, 1.409, 4.460)
F (-0.395, 1.778, 5.751)
C (-1.394, 0.477, 4.035)
F (-2.307, -0.080, 4.860)

Forces on atoms 1 to 2 (eV/Å):
C 0.6 1.5 -0.7
C -1.3 0.7 -0.7

***

Density functional theory data (ωB97M-V with the def2-TZVPD basis set) for one molecule with the formula C16H10ClFN2S in a non-equilibrium geometry.

The HOMO energy comes out at -8.68 eV. As for the SMILES: Fc1ccc(Sc2cc(Cl)c(-c3ccccc3)nn2)cc1. Its HOMO-LUMO gap is 8.7 eV. Its spin multiplicity is 1.

Cartesian coordinates (Å):
F (3.042, 4.278, 3.734)
C (2.137, 4.184, 2.803)
C (2.391, 4.450, 1.466)
C (1.496, 4.130, 0.435)
C (0.270, 3.535, 0.757)
S (-0.978, 3.310, -0.533)
C (-1.006, 1.570, -0.708)
C (-1.530, 0.887, -1.772)
C (-1.511, -0.544, -1.812)
Cl (-2.216, -1.248, -3.227)
C (-0.791, -1.198, -0.802)
C (-0.576, -2.711, -0.774)
C (-1.638, -3.565, -1.296)
C (-1.399, -4.892, -1.502)
C (-0.230, -5.552, -1.116)
C (0.794, -4.733, -0.505)
C (0.635, -3.349, -0.402)
N (-0.215, -0.454, 0.173)
N (-0.369, 0.856, 0.258)
C (-0.067, 3.446, 2.122)
C (0.857, 3.700, 3.085)
H (3.414, 4.838, 1.177)
H (1.709, 4.409, -0.677)
H (-1.964, 1.462, -2.653)
H (-2.709, -3.299, -1.576)
H (-2.234, -5.485, -2.056)
H (-0.076, -6.706, -1.199)
H (1.754, -5.121, -0.118)
H (1.327, -2.678, 0.022)
H (-0.997, 3.041, 2.567)
H (0.681, 3.441, 4.131)

Forces on atoms 1 to 2 (eV/Å):
F 0.9 0.4 0.9
C -2.2 -0.8 -2.5